(1)
A structure of composition C30H56F3N12O2STi at a distorted geometry. Source: the Open Molecules 2025 dataset; level of theory: ωB97M-V/def2-TZVPD.

Last column: Mulliken charge in e.
Positions of all 105 atoms, in Å:
C  2.231  2.784  3.019  0.33
H  -3.205  -1.139  4.232  0.36
C  3.853  -0.245  -5.806  -1.19
H  -2.553  2.004  -1.373  0.30
C  -0.327  -2.079  -2.545  0.55
H  -0.332  -0.384  4.477  0.51
H  4.489  0.697  -1.628  0.39
O  0.512  -2.924  -2.766  -0.60
N  -0.406  1.916  -1.275  1.28
H  5.783  -0.440  -1.994  0.40
C  -0.477  3.034  -0.314  -1.52
Ti  -0.737  0.067  -0.291  0.60
C  -0.395  -5.099  0.671  -1.38
H  3.020  0.865  3.550  0.56
H  -0.759  3.956  -0.838  0.53
N  -2.875  2.378  3.025  0.71
N  -1.630  -1.675  0.663  0.62
H  -3.972  0.429  3.963  0.37
H  -3.380  -1.332  -0.509  0.62
H  3.617  0.400  -6.655  0.37
H  -1.880  2.490  4.853  0.35
H  -4.035  3.850  2.038  0.30
C  -1.489  2.826  0.801  -1.17
H  -3.865  -2.843  1.479  0.27
C  2.524  1.757  3.903  -0.20
H  -1.683  -4.668  -1.598  0.38
C  -2.798  2.845  4.393  -1.22
H  4.732  0.155  -5.306  0.36
C  1.620  3.946  3.473  -0.30
N  2.791  2.058  -0.517  0.30
H  3.282  2.913  -0.725  0.27
H  1.400  4.746  2.774  0.36
H  2.527  1.406  -1.277  -0.36
C  -4.046  2.782  2.274  -1.16
N  4.026  -0.752  -3.052  0.18
C  1.298  4.084  4.814  -0.70
H  -1.333  3.611  1.547  0.52
C  0.862  -2.981  0.606  -0.56
H  -2.777  3.938  4.403  0.34
H  -3.652  2.521  4.998  0.35
H  0.977  0.061  -6.062  0.25
N  2.722  -0.266  -4.896  0.43
C  -2.038  1.378  2.557  -1.10
S  1.581  0.303  0.993  -0.19
H  -0.261  2.951  -3.073  0.39
H  -0.076  -5.618  -0.235  0.38
H  4.417  -0.947  -0.982  0.26
H  -4.240  -4.520  1.058  0.35
F  -2.733  -1.961  -2.668  -0.18
H  -3.420  -4.472  -1.817  0.34
N  2.601  2.735  1.641  -0.14
H  0.991  -2.233  -0.164  -0.30
C  -3.954  -3.545  0.655  -1.06
H  -4.111  2.221  1.343  0.29
H  -2.480  2.996  0.382  0.34
C  -1.717  1.349  -1.605  -1.00
H  -4.749  -3.206  -0.014  0.34
N  -2.686  -3.668  -0.048  0.61
H  -2.818  -5.691  -0.685  0.40
H  0.811  -1.080  -4.714  0.26
H  4.482  -2.746  -2.653  0.38
N  2.128  0.556  -2.745  -0.47
C  0.412  2.363  -2.441  -2.70
C  2.899  -0.122  -3.530  0.20
H  -2.820  0.215  5.299  0.33
H  -4.951  2.574  2.855  0.39
H  0.519  3.181  0.101  0.22
H  0.274  0.713  -3.779  0.03
N  -1.412  1.492  1.413  0.95
F  -1.732  -3.208  -4.116  -0.30
H  1.176  3.044  -2.064  0.71
C  1.480  -0.719  -5.484  -1.14
H  1.471  1.927  -4.195  0.84
H  -1.095  -1.620  3.457  0.16
F  -1.626  -1.052  -4.282  -0.24
H  0.316  -5.320  1.466  0.50
C  -1.575  -2.980  0.347  -0.62
H  -1.370  -5.466  0.976  0.40
H  5.290  -2.105  -4.092  0.30
O  -0.277  -1.128  -1.694  0.51
C  -0.799  -0.571  3.509  -0.81
C  -3.048  -0.059  4.264  -1.28
C  -2.641  -4.689  -1.084  -1.35
C  -1.623  -2.082  -3.416  0.55
H  0.829  4.996  5.162  0.41
H  -3.101  -0.214  0.927  0.19
H  -0.083  -0.365  2.732  -0.07
N  -1.965  0.273  3.356  0.95
H  2.964  3.608  1.288  0.34
H  0.968  -2.525  1.593  0.26
H  1.687  -1.560  -6.152  0.36
H  4.089  -1.241  -6.196  0.37
H  1.643  -3.726  0.475  0.56
C  4.704  -0.341  -1.848  -1.11
C  1.577  3.056  5.703  -0.53
C  1.066  1.340  -3.360  -0.28
C  4.359  -2.088  -3.517  -1.19
C  2.189  1.898  5.242  -0.69
H  1.338  3.164  6.753  0.43
C  -2.694  -0.928  0.223  -0.74
H  3.554  -2.492  -4.124  0.36
H  -1.755  1.036  -2.645  0.69
H  2.431  1.102  5.934  0.44
N  -0.427  -3.654  0.480  0.34
C  2.370  1.784  0.707  -0.45

## Properties
E_LUMO (spin up / spin down): -1.70 / -3.01 eV
electronic energy: -96093.6666 eV
charge: +1
spin multiplicity: 3

=====

(2)
A structure of composition C12H10KPSe2. Source: the Open Molecules 2025 dataset; level of theory: ωB97M-V/def2-TZVPD.

Last column: Mulliken charge in e.
Positions of all 26 atoms, in Å:
P  -1.312  0.017  -1.020  0.55
H  0.436  2.554  2.799  0.37
K  -4.035  0.044  -3.127  0.87
C  0.990  3.488  0.944  -0.39
H  0.159  2.324  -2.131  0.25
H  1.532  4.295  1.421  0.37
C  -0.396  -1.406  -0.341  0.43
H  1.442  -0.746  -1.239  0.33
H  -2.060  -2.290  0.669  0.25
C  -1.003  -2.372  0.449  -0.15
C  -0.322  1.482  1.110  -0.47
C  -0.403  1.415  -0.281  0.42
Se  -3.330  0.044  -0.231  -0.66
C  -0.252  -3.428  0.956  -0.57
C  0.217  2.387  -1.052  -0.15
C  1.716  -2.543  -0.105  -0.60
H  1.390  4.184  -1.043  0.37
C  0.968  -1.497  -0.616  -0.47
C  0.374  2.511  1.719  -0.59
C  0.910  3.426  -0.437  -0.57
H  2.775  -2.604  -0.319  0.37
C  1.104  -3.514  0.682  -0.39
H  -0.812  0.728  1.715  0.33
H  -0.729  -4.181  1.570  0.37
H  1.687  -4.335  1.079  0.37
Se  -1.045  0.015  -3.170  -0.66

## Properties
E_LUMO: -0.50 eV
electronic energy: -168915.2106 eV
spin multiplicity: 1

=====

(3)
A structure of composition C18H42AlClFIO9P at a distorted geometry. Source: the Open Molecules 2025 dataset; level of theory: ωB97M-V/def2-TZVPD.

Last column: Mulliken charge in e.
Positions of all 74 atoms, in Å:
O  -1.108  0.638  2.601  -0.55
H  -7.310  2.461  -2.788  0.10
O  -2.420  1.408  0.573  -0.54
O  6.840  -6.941  2.004  -0.27
O  4.720  -5.786  3.861  -0.46
F  1.739  1.350  -0.665  -0.49
O  -4.999  1.917  -2.714  -0.24
C  3.014  1.929  2.446  -0.82
C  2.815  0.490  2.866  -0.52
H  3.491  -3.503  1.030  0.31
H  6.669  -5.118  3.557  0.13
C  4.503  -3.389  0.632  -0.76
C  5.297  -3.606  2.845  -0.42
H  -2.499  5.373  0.884  0.42
H  7.990  -7.577  3.610  0.35
H  -1.770  3.560  -0.908  0.30
H  3.719  1.996  1.623  0.33
H  -8.854  2.327  -3.612  0.40
C  -7.790  2.530  -3.766  -0.28
P  -1.092  0.882  0.958  0.65
H  -8.164  3.955  -5.319  0.35
H  1.024  2.424  3.002  0.28
H  -5.867  0.596  -5.634  0.40
O  -6.341  4.362  -4.410  -0.21
H  -5.813  0.769  -1.181  0.42
H  5.886  -8.147  3.402  0.35
C  -5.949  1.365  -4.861  -0.34
H  1.870  3.751  2.221  0.44
C  -1.622  4.739  0.891  -1.08
H  4.724  -2.330  0.487  0.30
H  -1.757  3.849  1.498  0.15
H  -4.152  0.585  -4.010  0.39
O  -0.836  -0.627  0.414  -0.50
H  -6.413  4.627  -6.467  0.36
H  8.839  -6.785  2.274  0.23
H  -5.072  2.316  -0.722  0.21
C  1.704  2.676  2.187  -0.56
Cl  2.655  -0.668  1.505  -0.28
H  3.657  -7.220  2.960  0.41
Al  0.769  2.258  0.438  0.00
H  0.831  4.791  0.022  0.36
H  8.259  -8.452  2.070  0.33
C  -4.972  1.450  -1.373  -0.87
C  0.305  3.990  -0.496  -0.80
H  -1.252  1.509  3.009  0.33
H  0.660  3.951  -1.523  0.50
O  -7.347  1.500  -4.633  -0.47
H  5.353  -8.311  1.709  0.37
C  -1.160  4.350  -0.498  -0.17
C  -7.686  3.929  -4.333  -0.58
H  -5.650  0.017  -3.226  0.36
O  5.458  -3.987  1.491  -0.34
H  1.979  0.358  3.539  0.30
C  5.672  -4.734  3.781  -0.37
H  -5.525  2.281  -5.274  0.12
H  5.708  -4.317  4.791  0.40
C  -6.053  5.124  -5.558  -0.82
H  -6.491  6.126  -5.488  0.32
H  -0.822  5.319  1.346  0.36
C  4.543  -6.622  2.731  -0.30
H  3.515  2.402  3.296  0.36
H  -4.028  0.953  -1.148  0.36
H  4.558  -3.901  -0.328  0.32
H  -8.224  4.616  -3.664  0.35
C  8.035  -7.477  2.520  -0.79
C  5.674  -7.596  2.479  -0.55
H  4.310  -6.042  1.837  0.10
C  -5.151  0.889  -3.666  -0.59
H  -4.971  5.218  -5.626  0.24
H  4.263  -3.302  3.044  0.28
H  -0.027  -0.948  0.857  0.27
I  -1.520  6.063  -1.842  -0.15
H  5.958  -2.751  3.043  0.41
H  3.700  0.170  3.403  0.41

## Properties
E_LUMO: 2.29 eV
electronic energy: -77005.2209 eV
charge: -1
spin multiplicity: 1

=====

(4)
An isolated molecule of C2H3Cl2N at a distorted geometry. Source: the Open Molecules 2025 dataset; level of theory: ωB97M-V/def2-TZVPD.

Last column: Mulliken charge in e.
Positions of all 8 atoms, in Å:
H  -0.538  -1.400  0.185  0.26
C  0.772  0.068  -0.623  -0.07
N  0.128  -0.674  0.422  -0.43
H  0.386  0.126  -1.629  0.36
C  -0.327  0.659  0.608  -0.10
Cl  -1.874  1.205  0.023  -0.17
Cl  2.458  0.378  -0.462  -0.17
H  0.088  1.216  1.428  0.32

## Properties
E_LUMO: 0.98 eV
electronic energy: -28655.8347 eV
SMILES: Cl[C@H]1N[C@@H]1Cl
spin multiplicity: 1